[1]
147
Properties=species:S:1:pos:R:3:lowdin_charge:R:1 method="wB97M-V/def2-TZVPD" total_charge=-1 homo_lumo_gap_ev=3.23 de_lowest_kcal_mol=167.0 homo_ev=-2.71
C 2.61 4.87 3.67 -0.1914
C 3.16 5.73 2.34 -0.2487
C 3.71 4.68 1.19 -0.2639
N 2.74 4.42 0.06 -0.2739
C 1.39 3.92 0.56 -0.4348
C 1.32 2.28 0.54 -0.2627
O 2.52 1.62 1.14 -0.1996
C 2.48 0.26 0.49 -0.1140
C 3.36 0.02 -0.89 0.0442
C 3.35 -1.42 -1.71 -0.1860
C 4.23 -1.50 -3.10 -0.1536
C 2.46 -2.63 -1.05 -0.0519
C 1.57 -2.41 0.34 -0.0274
C 1.55 -0.93 1.13 -0.0490
C 0.60 -0.82 2.46 -0.3502
C 1.20 0.10 3.68 -0.1046
C -0.97 -0.36 2.11 -0.1038
P 0.02 4.55 -0.67 0.7848
C -1.16 5.80 0.23 -0.3583
C -1.13 3.13 -1.21 -0.4548
C -2.56 3.60 -1.86 -0.2524
H 3.10 5.30 4.67 0.0707
H 1.45 4.99 3.74 -0.0598
H 2.90 3.74 3.53 0.0678
H 2.38 6.50 1.94 0.0665
H 4.06 6.39 2.77 0.0901
H 4.66 5.21 0.70 0.1025
H 4.12 3.72 1.73 0.0990
H 3.16 3.72 -0.62 0.0861
H 0.42 1.96 1.22 0.0922
H 1.25 1.82 -0.56 0.1087
H 3.98 0.96 -1.26 0.0992
H 5.06 -2.32 -3.05 -0.0500
H 4.76 -0.44 -3.23 0.0898
H 3.54 -1.61 -4.06 0.0611
H 2.41 -3.70 -1.59 0.0723
H 0.94 -3.32 0.78 -0.0196
H 0.48 -1.93 2.90 0.0632
H 0.84 1.22 3.68 0.0813
H 0.88 -0.43 4.70 0.0729
H 2.37 0.04 3.61 0.0885
H -1.41 0.20 3.07 0.0883
H -1.03 0.33 1.15 0.0658
H -1.66 -1.30 1.86 -0.0186
H -0.58 6.80 0.45 -0.0202
H -1.52 5.28 1.23 -0.0032
H -2.09 5.99 -0.48 0.0055
H -0.55 2.49 -2.04 0.0857
H -1.35 2.35 -0.33 0.0706
H -2.48 4.16 -2.89 -0.0117
H -3.17 4.18 -1.05 0.0537
H -3.18 2.60 -2.09 0.0764
C 3.23 -2.80 -7.33 -1.5722
Br 2.65 -0.99 -7.71 0.5478
Br 5.02 -2.84 -6.57 0.5399
Br 1.95 -3.76 -6.22 0.5266
H 3.28 -3.33 -8.29 -0.0329
C -2.42 -3.67 4.43 -1.5405
Br -3.27 -2.28 5.50 0.5156
Br -2.79 -3.45 2.53 0.6014
Br -0.51 -3.78 4.78 0.5858
H -2.86 -4.62 4.73 -0.0237
C 7.99 -3.83 -2.23 -1.5727
Br 6.95 -3.52 -3.84 0.5905
Br 7.76 -5.64 -1.55 0.5461
Br 9.87 -3.40 -2.49 0.5547
H 7.61 -3.15 -1.46 -0.0138
C -1.65 -2.14 -8.91 -1.5841
Br -0.43 -0.89 -9.76 0.5365
Br -0.95 -3.96 -8.92 0.4996
Br -2.14 -1.57 -7.12 0.5667
H -2.57 -2.15 -9.51 -0.0259
C 2.62 -7.76 -8.08 -1.5690
Br 2.30 -8.45 -6.29 0.5089
Br 1.05 -6.90 -8.83 0.5211
Br 4.18 -6.59 -8.13 0.5667
H 2.85 -8.62 -8.72 -0.0227
C -1.26 -6.85 0.32 -1.5638
Br -1.58 -7.54 2.10 0.5516
Br -2.83 -5.99 -0.43 0.4757
Br 0.30 -5.69 0.26 0.6236
H -1.03 -7.71 -0.32 -0.0293
C -6.56 -6.50 -2.52 -1.6009
Br -6.55 -8.13 -1.45 0.4959
Br -8.33 -6.14 -3.26 0.5622
Br -5.88 -4.98 -1.52 0.5501
H -5.89 -6.66 -3.36 -0.1349
C -4.00 6.69 -4.22 -1.5857
Br -4.59 8.51 -4.60 0.5333
Br -2.22 6.66 -3.46 0.6157
Br -5.28 5.73 -3.11 0.5627
H -3.95 6.16 -5.18 -0.0237
C -1.88 -0.18 9.03 -1.5968
Br -1.42 0.66 7.34 0.5525
Br -3.79 -0.51 9.19 0.5107
Br -0.83 -1.79 9.34 0.5490
H -1.61 0.54 9.82 -0.1637
C -1.59 1.48 13.06 -1.5744
Br -1.13 2.32 11.36 0.6416
Br -3.50 1.15 13.21 0.5588
Br -0.54 -0.13 13.37 0.5611
H -1.32 2.19 13.84 -0.0253
C -2.97 -7.31 -5.00 -1.5440
Br -3.30 -8.00 -3.21 0.5311
Br -4.55 -6.44 -5.74 0.6103
Br -1.42 -6.14 -5.05 0.5653
H -2.75 -8.17 -5.63 -0.0183
C 4.31 -10.27 -3.13 -1.5842
Br 2.40 -9.93 -3.30 0.5254
Br 5.21 -10.20 -4.85 0.5421
Br 5.14 -9.09 -1.83 0.5601
H 4.41 -11.29 -2.75 -0.0244
C -6.79 0.49 5.14 -1.5783
Br -6.07 0.26 3.34 0.5626
Br -8.57 -0.29 5.31 0.5493
Br -5.57 -0.19 6.49 0.4709
H -6.89 1.56 5.31 -0.0286
C -2.79 5.40 4.76 -1.6104
Br -4.46 4.61 5.36 0.5385
Br -1.51 4.05 4.20 0.5632
Br -3.08 6.74 3.37 0.5333
H -2.36 5.92 5.62 -0.1147
C -3.44 9.74 6.87 -1.5808
Br -2.99 10.58 5.17 0.5619
Br -5.35 9.41 7.02 0.5578
Br -2.40 8.13 7.18 0.5999
H -3.18 10.45 7.66 -0.0255
C 0.48 8.90 3.46 -1.5372
Br -0.56 9.21 1.85 0.5714
Br 0.25 7.09 4.13 0.6121
Br 2.36 9.33 3.19 0.5812
H 0.10 9.58 4.22 -0.0468
C 3.80 7.14 -2.56 -1.5957
Br 2.13 6.34 -1.96 0.5829
Br 5.09 5.79 -3.12 0.5061
Br 3.51 8.48 -3.94 0.4941
H 4.24 7.66 -1.70 -0.0295
C -5.97 -12.25 -2.36 -1.5841
Br -5.48 -10.76 -3.50 0.5152
Br -4.46 -13.44 -2.03 0.5570
Br -6.80 -11.66 -0.71 0.5474
H -6.72 -12.84 -2.91 -0.0236
C 5.66 3.80 -6.60 -1.6088
Br 6.38 3.57 -8.39 0.5370
Br 3.88 3.03 -6.43 0.5451
Br 6.88 3.12 -5.24 0.5280
H 5.56 4.87 -6.43 -0.0335

---

[2]
103
Properties=species:S:1:pos:R:3:lowdin_charge:R:1 method="wB97M-V/def2-TZVPD" homo_lumo_gap_ev=7.69 homo_ev=-8.73
C 3.18 -0.38 3.16 -0.1108
C 2.78 -0.38 1.62 -0.2305
C 1.92 0.93 1.39 -0.2130
C 1.72 1.28 -0.15 -0.1676
C 0.34 0.80 -0.74 -0.1147
C -0.78 1.91 -0.70 -0.0310
C -0.70 3.11 -1.58 -0.0490
C 0.42 3.36 -2.63 -0.1598
C 1.68 4.14 -2.09 -0.2657
C 2.97 3.34 -2.60 -0.5215
S 3.00 3.38 -4.47 0.6671
C -1.78 4.11 -1.44 -0.1383
N -1.74 5.31 -2.28 0.1127
C -0.98 6.16 -1.83 -0.7278
S 0.00 7.36 -1.45 0.7397
C -2.91 3.97 -0.53 -0.1996
C -4.02 5.03 -0.40 -0.7200
I -5.69 5.19 -1.74 0.8841
C -3.98 5.92 0.63 -0.7257
C -5.07 7.00 0.88 -0.2091
I -2.33 5.88 2.05 0.8681
C -3.00 2.77 0.30 -0.0334
C -1.92 1.76 0.22 0.0081
C -2.09 0.53 1.13 -0.3007
O -1.20 -0.05 1.71 0.0851
C -3.57 0.05 1.32 -0.1963
C -3.79 -1.49 1.38 -0.5895
Cl -2.58 -2.37 0.31 0.5746
C -3.61 -2.06 2.90 -0.6549
C -4.97 -2.84 3.22 -0.1471
Cl -2.30 -3.34 3.03 0.5332
C -4.56 0.97 1.41 -0.4429
Br -6.42 0.36 1.64 0.7737
C -4.20 2.49 1.28 -0.3202
O -4.79 3.34 1.88 0.0804
H 4.17 0.13 3.34 0.0457
H 3.13 -1.40 3.62 0.0711
H 2.41 0.25 3.70 0.0685
H 2.26 -1.32 1.31 0.1000
H 3.72 -0.26 1.02 0.1002
H 0.97 0.93 1.97 0.0951
H 2.55 1.77 1.81 0.1118
H 2.58 0.88 -0.74 0.1072
H 1.71 2.41 -0.19 0.0861
H -0.02 -0.16 -0.30 0.1029
H 0.52 0.57 -1.83 0.1054
H 0.68 2.38 -3.12 0.0978
H -0.05 3.98 -3.44 0.1177
H 1.70 4.25 -0.97 0.1029
H 1.79 5.17 -2.52 0.0775
H 3.92 3.75 -2.18 0.0759
H 2.90 2.25 -2.34 0.0478
H 2.28 2.24 -4.79 -0.1346
H -6.08 6.51 0.95 0.0614
H -4.92 7.55 1.85 0.0573
H -5.11 7.78 0.07 0.0722
H -4.79 -1.80 0.98 0.0702
H -3.44 -1.22 3.62 0.1155
H -5.80 -2.22 2.80 0.0278
H -4.88 -3.84 2.75 0.0723
H -5.16 -2.90 4.33 0.0853
O 6.11 0.57 4.16 0.0849
C 6.08 1.05 5.26 -0.5244
O 6.04 0.26 6.35 0.0039
C 6.20 0.73 7.69 -0.2336
C 4.88 1.19 8.26 -0.0661
C 5.97 2.54 5.44 0.0126
H 6.97 1.49 7.75 0.1134
H 6.56 -0.13 8.27 0.1227
H 4.47 2.03 7.71 0.0673
H 4.99 1.49 9.31 0.0815
H 4.14 0.39 8.21 0.0850
H 4.92 2.84 5.37 0.0971
H 6.54 3.03 4.65 0.0925
H 6.39 2.90 6.38 0.0692
O 0.67 -0.61 -5.23 0.0859
C 0.78 -1.64 -4.63 -0.5297
O 0.65 -1.65 -3.29 -0.0144
C 0.57 -2.85 -2.50 -0.2243
C 1.95 -3.38 -2.16 -0.0550
C 1.14 -2.92 -5.34 0.0186
H -0.06 -3.60 -2.99 0.0830
H 0.05 -2.57 -1.58 0.1039
H 2.50 -3.66 -3.06 0.0720
H 1.87 -4.25 -1.51 0.0833
H 2.53 -2.61 -1.65 0.0776
H 2.22 -2.97 -5.45 0.0978
H 0.68 -2.91 -6.33 0.0910
H 0.78 -3.82 -4.84 0.0644
O -0.21 -5.80 -3.00 0.0881
C -1.16 -6.33 -3.51 -0.5139
O -1.04 -6.94 -4.70 0.0051
C -2.06 -7.76 -5.28 -0.2301
C -3.06 -6.93 -6.06 -0.0647
C -2.52 -6.24 -2.86 0.0181
H -2.53 -8.40 -4.53 0.1145
H -1.54 -8.44 -5.97 0.1237
H -3.59 -6.23 -5.41 0.0680
H -3.79 -7.57 -6.55 0.0829
H -2.55 -6.33 -6.82 0.0849
H -3.00 -5.30 -3.15 0.0989
H -2.39 -6.25 -1.78 0.0946
H -3.18 -7.07 -3.10 0.0710

---

[3]
96
Properties=species:S:1:pos:R:3:lowdin_spin:R:1 method="wB97M-V/def2-TZVPD" total_charge=+1 homo_lumo_gap_ev="7.63 / 5.76" s2=6.029 de_lowest_kcal_mol=7.6 homo_ev="-9.58 / -10.00" multiplicity=5
Ir -0.61 0.31 1.84 1.5807
C 5.17 0.30 3.24 0.0053
Si 4.69 1.92 2.46 0.0045
C 4.90 1.91 0.61 0.0047
C 5.71 3.30 3.20 0.0003
C 2.87 2.32 2.87 0.0048
C 2.53 3.44 3.61 0.0054
C 1.19 3.74 3.92 0.0006
C 0.21 2.90 3.47 0.0060
N 0.52 1.81 2.74 0.0203
C 1.81 1.49 2.47 0.0328
S 1.91 -0.02 1.62 0.2744
H 6.25 0.15 3.14 0.0003
H 4.66 -0.54 2.78 0.0040
H 4.93 0.30 4.31 0.0001
H 5.95 1.79 0.36 0.0002
H 4.56 2.86 0.18 0.0001
H 4.34 1.10 0.14 0.0037
H 6.77 3.10 3.00 0.0001
H 5.60 3.36 4.28 0.0000
H 5.48 4.27 2.77 0.0000
H 3.30 4.10 3.97 0.0003
H 0.93 4.61 4.50 -0.0001
H -0.84 3.06 3.67 0.0010
C -3.63 -1.85 1.56 0.0383
C -2.37 -1.99 0.75 0.1229
O -2.26 -2.86 -0.13 0.2523
N -1.37 -1.13 0.99 0.5899
Te 0.26 -2.55 -1.02 0.5880
C 1.03 -4.09 -2.24 0.0591
C 0.66 -5.41 -1.97 0.0123
C -0.31 -5.82 -0.89 0.0198
C 1.19 -6.41 -2.78 -0.0014
C 2.07 -6.14 -3.81 0.0079
C 2.65 -7.23 -4.66 0.0014
C 2.42 -4.81 -4.04 0.0018
C 1.93 -3.77 -3.27 0.0185
C 2.38 -2.36 -3.56 0.0212
C -0.69 -1.48 -2.55 0.0266
C -1.63 -2.14 -3.35 0.0124
C -1.98 -3.59 -3.22 0.0071
C -2.26 -1.40 -4.35 -0.0006
C -1.99 -0.06 -4.56 0.0108
C -2.67 0.72 -5.64 0.0020
C -1.05 0.56 -3.74 -0.0022
C -0.38 -0.12 -2.73 0.0134
C 0.68 0.60 -1.95 0.0159
H -4.10 -2.82 1.65 0.0049
H -4.30 -1.18 1.03 0.0021
H -3.42 -1.43 2.55 0.0040
H -0.56 -5.01 -0.20 0.0136
H 0.11 -6.64 -0.31 0.0003
H -1.24 -6.17 -1.33 0.0012
H 0.91 -7.44 -2.58 0.0000
H 2.24 -8.20 -4.38 0.0000
H 3.73 -7.27 -4.54 0.0004
H 2.44 -7.06 -5.71 0.0004
H 3.12 -4.58 -4.84 0.0007
H 3.33 -2.37 -4.08 0.0013
H 2.51 -1.78 -2.64 0.0150
H 1.65 -1.84 -4.18 0.0001
H -1.82 -3.98 -2.22 0.0044
H -1.40 -4.19 -3.92 0.0003
H -3.04 -3.73 -3.45 0.0008
H -2.99 -1.90 -4.97 0.0000
H -3.34 0.08 -6.22 0.0000
H -1.95 1.16 -6.33 0.0005
H -3.26 1.54 -5.23 0.0006
H -0.81 1.61 -3.89 -0.0002
H 0.48 1.67 -1.93 0.0006
H 1.66 0.45 -2.41 0.0004
H 0.76 0.27 -0.91 0.0095
C -0.86 -0.47 3.71 0.0474
H -1.07 -1.54 3.67 0.0077
H -1.70 0.05 4.18 0.0197
H 0.04 -0.31 4.30 0.0014
C -4.09 5.37 5.36 -0.0001
C -3.52 4.88 4.06 -0.0003
C -3.89 3.63 3.55 0.0008
C -3.36 3.17 2.36 0.0039
C -2.46 3.96 1.66 0.0031
C -2.06 5.19 2.16 -0.0001
C -2.60 5.64 3.36 0.0007
S -1.69 3.35 0.19 0.0091
C -3.06 3.42 -0.94 0.0032
O -1.51 1.86 0.39 0.0716
H -5.03 4.88 5.59 0.0000
H -4.25 6.45 5.33 0.0000
H -3.40 5.17 6.18 0.0000
H -4.60 3.02 4.09 0.0000
H -3.63 2.19 1.98 0.0030
H -1.33 5.79 1.62 0.0000
H -2.29 6.60 3.75 0.0001
H -3.94 2.98 -0.48 0.0000
H -2.76 2.84 -1.82 0.0000
H -3.24 4.46 -1.21 0.0006

---

[4]
102
Properties=species:S:1:pos:R:3:lowdin_spin:R:1 method="wB97M-V/def2-TZVPD" homo_lumo_gap_ev="7.33 / 5.33" s2=2.010 de_lowest_kcal_mol=0.0 homo_ev="-7.02 / -6.97" multiplicity=3
Au -0.06 0.12 0.05 0.5760
C 4.01 1.35 4.89 0.0000
C 3.35 -0.02 4.79 0.0012
N 1.98 0.04 4.27 0.0065
C 0.89 -0.04 5.22 0.0050
C 0.37 1.32 5.69 0.0017
C 1.78 0.19 2.94 0.0140
S 0.14 0.35 2.43 0.1074
N 2.89 0.20 2.20 0.0009
C 3.02 0.36 0.89 0.0094
O 2.15 0.58 0.01 0.1141
C 4.43 0.26 0.39 0.0070
C 5.50 0.05 1.26 0.0010
C 6.79 -0.07 0.76 0.0004
C 7.02 0.02 -0.60 -0.0002
C 5.96 0.26 -1.47 0.0000
C 4.67 0.38 -0.97 0.0005
H 5.00 1.26 5.34 0.0000
H 3.41 2.02 5.51 0.0000
H 4.11 1.79 3.90 0.0000
H 3.30 -0.48 5.78 0.0004
H 3.94 -0.66 4.14 0.0000
H 1.24 -0.60 6.09 0.0001
H 0.07 -0.59 4.76 0.0025
H 1.13 1.87 6.25 0.0000
H -0.50 1.18 6.32 0.0000
H 0.07 1.92 4.83 0.0010
H 5.31 -0.01 2.32 0.0000
H 7.62 -0.24 1.43 0.0001
H 8.02 -0.09 -1.00 0.0000
H 6.14 0.34 -2.53 0.0000
H 3.84 0.57 -1.63 0.0003
C -0.62 3.55 -0.12 -0.0001
C -1.95 2.91 0.12 0.0003
C -3.14 3.65 0.16 0.0014
C -4.33 3.02 0.42 -0.0022
C -4.35 1.63 0.65 0.0010
C -5.51 0.88 0.94 -0.0028
Br -7.21 1.73 1.04 -0.0003
C -5.44 -0.47 1.14 0.0014
C -4.22 -1.13 1.05 0.0026
Br -4.16 -3.02 1.25 0.0005
C -3.01 -0.49 0.74 0.0083
O -1.92 -1.14 0.59 0.1164
C -3.11 0.95 0.57 0.0014
N -1.97 1.61 0.30 0.0279
H -0.71 4.62 -0.27 0.0000
H -0.13 3.10 -0.99 -0.0004
H 0.03 3.36 0.74 0.0001
H -3.12 4.72 -0.02 0.0003
H -5.26 3.57 0.44 -0.0001
H -6.34 -1.04 1.35 0.0004
N -0.13 -0.10 -1.97 0.7221
P -0.18 -1.49 -2.72 0.0943
N 0.08 -2.88 -1.86 0.0000
C 1.09 -2.90 -0.80 0.0036
C 0.49 -3.44 0.50 0.0005
C -0.13 -4.81 0.25 0.0001
C -1.15 -4.74 -0.89 0.0002
C -0.48 -4.19 -2.14 -0.0001
N -1.66 -1.80 -3.44 0.0682
C -1.97 -1.52 -4.84 0.0067
C -2.61 -0.14 -5.03 0.0010
C -3.85 -0.01 -4.15 0.0006
C -3.50 -0.31 -2.69 0.0054
C -2.84 -1.69 -2.57 0.0032
N 0.89 -1.50 -4.02 0.0526
C 2.04 -2.41 -4.06 0.0041
C 3.28 -1.80 -3.42 0.0010
C 3.62 -0.47 -4.10 0.0006
C 2.41 0.46 -4.04 0.0062
C 1.18 -0.21 -4.65 0.0012
H 1.47 -1.88 -0.66 0.0029
H 1.94 -3.53 -1.11 0.0005
H -0.28 -2.74 0.84 0.0002
H 1.28 -3.49 1.26 0.0000
H -0.60 -5.17 1.16 0.0000
H 0.66 -5.52 -0.02 0.0000
H -1.96 -4.07 -0.59 0.0000
H -1.57 -5.73 -1.09 0.0000
H -1.18 -4.11 -2.97 0.0002
H 0.33 -4.87 -2.45 -0.0001
H -2.68 -2.28 -5.17 0.0041
H -1.06 -1.63 -5.43 0.0000
H -2.86 0.00 -6.08 -0.0001
H -1.89 0.63 -4.74 0.0000
H -4.62 -0.71 -4.50 0.0004
H -4.27 0.99 -4.23 0.0002
H -4.41 -0.28 -2.08 -0.0001
H -2.80 0.43 -2.32 0.0041
H -3.56 -2.47 -2.86 0.0008
H -2.53 -1.87 -1.55 0.0012
H 2.24 -2.62 -5.12 0.0026
H 1.77 -3.35 -3.58 0.0000
H 4.12 -2.50 -3.51 -0.0001
H 3.09 -1.63 -2.36 0.0003
H 3.88 -0.65 -5.14 0.0004
H 4.48 0.00 -3.61 0.0002
H 2.61 1.39 -4.58 -0.0001
H 2.17 0.71 -3.00 0.0050
H 1.34 -0.39 -5.73 0.0011
H 0.31 0.43 -4.53 -0.0005

---

Ordered maximum force results: 4.34 2.32 0.54 3.17; unit eV/Å.